No. 1
One molecule with the formula C18H14F3NO3. Source: the OMol25 dataset; level of theory: ωB97M-V with the def2-TZVPD basis set.

- Highest occupied orbital energy: -8.1430 eV
- Structure (SMILES): COc1ccc(C2=C[C@@H](NC(=O)C(F)(F)F)c3ccccc3O2)cc1
- E_tot: -34676.866 eV
- Maximum force: 2.76 eV/A

Positions of all 39 atoms, in Å:
1 C 6.25941 2.20435 -0.79283
2 O 5.62658 0.89969 -0.82245
3 C 4.28491 0.78234 -0.82002
4 C 3.78943 -0.53606 -0.77619
5 C 2.44005 -0.76413 -0.63918
6 C 1.49323 0.28483 -0.52036
7 C 0.05318 -0.04143 -0.31919
8 C -0.55748 -1.25999 -0.02221
9 C -2.01712 -1.53463 -0.15318
10 N -2.79827 -2.39150 0.85065
11 C -2.56697 -2.26470 2.23732
12 O -3.23083 -1.58943 3.00936
13 C -1.50398 -3.27126 2.78643
14 F -2.12864 -4.45993 2.97851
15 F -0.40931 -3.52679 2.00955
16 F -1.07818 -2.80905 3.97361
17 C -2.71680 -0.21319 -0.29221
18 C -4.11454 -0.14317 -0.36122
19 C -4.77131 1.06921 -0.55401
20 C -4.04628 2.24600 -0.71985
21 C -2.66817 2.22935 -0.62671
22 C -2.03275 1.00755 -0.38499
23 O -0.66343 1.11752 -0.37157
24 C 2.01262 1.61807 -0.67192
25 C 3.37351 1.86873 -0.81093
26 H 7.32385 1.96716 -0.78759
27 H 6.00239 2.78646 -1.68773
28 H 5.98696 2.75782 0.11601
29 H 4.48604 -1.36315 -0.81867
30 H 2.02757 -1.77183 -0.63025
31 H 0.14738 -2.08328 0.03904
32 H -2.10493 -2.23192 -0.97711
33 H -3.79082 -2.23127 0.72387
34 H -4.67278 -1.07286 -0.23745
35 H -5.85209 1.04959 -0.60101
36 H -4.57003 3.17059 -0.94114
37 H -2.07781 3.12088 -0.80444
38 H 1.33389 2.47611 -0.68553
39 H 3.73150 2.90334 -0.89441

Löwdin analysis output, partial charges in e: -0.05 -0.09 -0.28 0.00 -0.02 -0.12 -0.17 0.04 -0.21 0.10 -0.32 0.14 -0.51 0.14 0.12 0.14 -0.09 -0.02 -0.07 -0.08 0.01 -0.17 0.03 0.00 -0.01 0.09 0.09 0.10 0.12 0.11 0.09 0.14 0.10 0.11 0.10 0.11 0.12 0.11 0.11

---

No. 2
C44H45GeN6O3S3Tl as an isolated structure. Source: the OMol25 dataset; level of theory: ωB97M-V with the def2-TZVPD basis set.

- Highest occupied orbital energy: -12.9477 eV
- Total charge: +2
- E_tot: -155139.317 eV
- Maximum force: 3.93 eV/A

Positions of all 103 atoms, in Å:
1 Tl -22.42463 4.54017 -1.52391
2 C -25.93696 3.20039 3.62879
3 C -24.80461 4.25316 3.47291
4 N -24.99570 5.05310 2.23849
5 C -24.04431 5.61466 1.51770
6 S -24.54452 6.64575 0.04350
7 N -22.76910 5.41646 1.86331
8 N -21.80392 5.52766 0.90484
9 C -20.58575 5.49110 1.37172
10 C -20.20403 5.45673 2.83088
11 C -19.41979 5.58666 0.48431
12 C -18.21354 6.30989 0.86362
13 C -17.10755 6.34464 0.05379
14 C -17.17993 5.76305 -1.19136
15 C -18.35797 5.10551 -1.54624
16 N -19.44944 5.05188 -0.75871
17 H -25.60941 2.44113 4.36416
18 H -26.06822 2.68267 2.69083
19 H -26.87423 3.62072 4.02239
20 H -23.84387 3.75618 3.34327
21 H -24.72028 4.82985 4.36229
22 H -25.95424 5.31452 2.05340
23 H -21.12262 5.48321 3.40521
24 H -19.65945 6.34504 3.17602
25 H -19.60423 4.57251 3.03023
26 H -18.30093 6.81943 1.82223
27 H -16.19160 6.74380 0.44286
28 H -16.34231 5.81516 -1.88433
29 H -18.44786 4.59627 -2.51065
30 Ge -26.52522 5.86337 -3.86146
31 C -25.11944 4.87499 -4.73854
32 C -23.77946 5.03413 -4.40647
33 C -22.91502 3.91725 -4.58414
34 C -23.37181 2.75332 -5.10969
35 C -24.66995 2.65413 -5.57434
36 C -25.53923 3.72166 -5.48577
37 C -28.13590 4.72761 -3.70230
38 C -28.08141 3.39150 -3.27437
39 C -29.23466 2.59277 -3.28728
40 C -30.43110 3.12060 -3.79211
41 C -30.52423 4.47561 -4.09344
42 C -29.38205 5.25729 -4.09748
43 H -26.65285 7.28562 -4.34170
44 H -23.35475 5.98754 -4.05619
45 H -21.90216 4.01765 -4.33688
46 H -22.72737 1.88875 -5.16487
47 H -25.05715 1.74547 -5.98446
48 H -26.56997 3.63661 -5.86860
49 H -27.15379 2.95474 -2.86946
50 H -29.20621 1.58205 -2.81889
51 H -31.33430 2.48821 -3.82504
52 H -31.48400 4.96755 -4.19454
53 H -29.48085 6.34328 -4.29845
54 C -18.76834 -2.46408 1.34684
55 C -19.84532 -1.48665 0.81489
56 C -19.99590 -1.65193 -0.70408
57 N -21.08279 -0.83736 -1.19744
58 C -21.08457 0.52585 -1.25958
59 S -22.25814 1.47935 -0.54149
60 N -20.03690 1.25174 -1.88737
61 C -19.01868 1.00100 -2.86164
62 O -17.90097 1.54980 -2.71307
63 C -19.37565 0.14663 -4.06906
64 C -20.69315 -0.25222 -4.44109
65 C -20.93088 -0.94785 -5.70193
66 C -19.82138 -1.28012 -6.47346
67 C -18.53001 -0.97562 -6.04149
68 C -18.32194 -0.20546 -4.88838
69 H -18.76145 -2.59419 2.44944
70 H -17.77514 -2.19702 1.02435
71 H -18.95209 -3.44893 0.96302
72 H -19.46729 -0.47652 0.97209
73 H -20.78556 -1.59649 1.31540
74 H -20.15946 -2.67641 -1.10123
75 H -19.00698 -1.24129 -1.10761
76 H -22.01078 -1.19148 -0.99640
77 H -19.99008 2.19710 -1.44063
78 H -21.54436 -0.03420 -3.73938
79 H -21.93612 -1.19481 -6.06559
80 H -20.00181 -1.77315 -7.44667
81 H -17.64195 -1.25276 -6.65063
82 H -17.32267 0.06968 -4.59433
83 C -33.56477 -0.59171 -0.80547
84 C -32.12454 -0.08417 -0.69708
85 O -31.53897 0.51551 -1.53193
86 S -31.39459 -0.30938 0.93283
87 C -30.14188 0.85580 0.70765
88 C -30.46698 2.22746 0.85417
89 C -29.48321 3.21345 0.72379
90 C -28.17950 2.87104 0.31709
91 C -27.79301 1.49261 0.33673
92 C -28.75355 0.53473 0.55873
93 C -27.26572 3.81371 -0.13941
94 C -26.43358 4.68510 -0.45270
95 H -33.55596 -1.48996 -1.41159
96 H -34.21555 0.18498 -1.26543
97 H -33.97747 -0.85994 0.17441
98 H -31.45593 2.53695 1.12547
99 H -29.73315 4.25550 0.78718
100 H -26.74244 1.25617 0.19438
101 H -28.48834 -0.51511 0.71452
102 O -25.82471 6.34143 -2.10420
103 C -25.66986 5.74899 -0.92025

Results of the Löwdin charge analysis, in e, for atoms 1 through 99: 0.84 -0.06 -0.18 0.01 -0.54 1.09 0.01 -0.07 -0.25 -0.01 -0.21 0.02 -0.05 -0.03 -0.11 0.05 0.09 0.05 0.08 0.11 0.11 0.13 0.07 0.09 0.11 0.10 0.12 0.12 0.11 1.10 -0.30 -0.18 -0.17 -0.07 -0.06 -0.08 -0.31 -0.14 -0.06 -0.05 -0.07 -0.12 0.01 0.10 0.06 0.10 0.11 0.12 0.11 0.12 0.12 0.11 0.11 -0.09 -0.23 -0.19 -0.01 -0.82 0.56 0.08 -0.34 0.07 -0.16 -0.02 -0.06 -0.08 -0.05 -0.03 0.09 0.07 0.06 0.11 0.10 0.14 0.15 0.13 0.10 0.10 0.11 0.12 0.13 0.12 -0.05 -0.71 0.04 1.04 -0.53 -0.05 0.01 -0.24 -0.01 -0.05 0.10 0.04 0.09 0.11 0.07 0.12 0.12

---

No. 3
C17H18BrF5KNO5STe as an isolated structure. Source: the OMol25 dataset; level of theory: ωB97M-V with the def2-TZVPD basis set.

- Highest occupied orbital energy: -2.6613 eV
- Total charge: -2
- E_tot: -147738.200 eV
- Maximum force: 0.43 eV/A

Positions of all 50 atoms, in Å:
1 K 0.91114 -0.09388 -0.82886
2 N -2.58460 -1.55078 -2.26614
3 C -2.16300 -0.80723 -1.21110
4 O -1.41280 -1.26245 -0.34878
5 C -2.59476 0.64132 -1.20058
6 C -1.88796 1.39604 -2.36055
7 H -1.86941 -2.20000 -2.65699
8 H -3.01664 -1.00479 -2.99817
9 H -2.32301 1.06917 -0.23467
10 H -3.68115 0.71400 -1.33049
11 H -2.17552 2.46226 -2.27077
12 H -2.36943 1.05911 -3.30792
13 C 1.15647 -0.68799 3.73675
14 S -0.31234 -0.35509 2.75563
15 O -1.05200 0.72595 3.47099
16 C -1.17629 -1.88311 3.14361
17 C -2.08350 -1.90726 4.18884
18 C -2.76276 -3.08454 4.47069
19 C -2.53994 -4.21855 3.70070
20 C -1.64755 -4.17441 2.63662
21 C -0.96784 -3.00058 2.34828
22 H 0.86506 -0.80242 4.78123
23 H 1.82507 0.15773 3.57376
24 H 1.63761 -1.58500 3.34858
25 H -2.24553 -0.99461 4.74982
26 H -3.47579 -3.11510 5.28621
27 H -3.07948 -5.13319 3.91576
28 H -1.49945 -5.04663 2.01266
29 H -0.31282 -2.93603 1.48784
30 Br 2.84904 5.04595 -3.69219
31 C 2.86619 3.92190 -2.15494
32 C 1.72037 3.79531 -1.39520
33 C 1.74941 2.98752 -0.26619
34 C 2.90472 2.30235 0.09558
35 C 4.03752 2.43589 -0.70197
36 C 4.02816 3.24444 -1.82793
37 C 2.94322 1.37251 1.31021
38 O 3.50022 1.79483 2.33574
39 O 2.40218 0.24826 1.12809
40 H 0.80780 4.29406 -1.68909
41 H 0.85063 2.88127 0.33094
42 H 4.93865 1.89745 -0.43455
43 H 4.90635 3.33852 -2.45222
44 F 1.37491 1.10477 -4.52300
45 Te 0.15163 -0.31754 -4.22613
46 F 1.07253 -1.22666 -5.62540
47 F 1.66874 -0.87247 -3.03440
48 F -0.83695 0.63369 -5.71150
49 F -0.56650 -2.49387 -3.68207
50 O -0.53060 1.22989 -2.37678

Löwdin analysis output, partial charges in e: 0.80 0.15 -0.57 -0.07 -0.11 -0.44 0.05 0.08 0.11 0.11 0.10 0.08 -0.23 0.91 -0.54 -0.38 -0.08 -0.10 -0.11 -0.08 -0.08 0.06 0.03 0.06 0.10 0.09 0.09 0.10 0.11 0.67 -0.69 -0.12 -0.04 -0.15 -0.03 -0.13 -0.69 -0.02 -0.17 0.10 0.13 0.12 0.09 -0.48 2.01 -0.50 -0.61 -0.60 -0.65 -0.52

---

No. 4
A 4-piece molecular cluster, C28H38N4O3 overall. Source: the OMol25 dataset; level of theory: ωB97M-V with the def2-TZVPD basis set.

- Highest occupied orbital energy: -8.6388 eV
- Structure (SMILES): C=CC[C@]1(CNC)OC(=O)O[C@H]1CC(N)(N)N.c1ccccc1.c1ccccc1.c1ccccc1
- E_tot: -41752.872 eV
- Maximum force: 4.61 eV/A

Positions of all 73 atoms, in Å:
1 C -2.98387 1.07602 3.00456
2 C -2.71220 0.99929 1.70937
3 C -3.23782 -0.20693 0.93255
4 C -2.84251 -0.26242 -0.57352
5 C -1.95165 0.83199 -1.13753
6 N -2.56549 2.16748 -1.09099
7 C -1.65819 3.10165 -1.80710
8 O -4.09295 -0.34687 -1.30744
9 C -4.30190 -1.64733 -1.64335
10 O -5.28170 -2.23905 -1.68071
11 O -3.05855 -2.15712 -1.94834
12 C -2.22455 -1.68159 -0.86477
13 C -0.80095 -1.83368 -1.43816
14 C 0.35043 -1.59364 -0.41684
15 N -0.22019 -1.17692 0.90206
16 N 1.33412 -0.63079 -0.90742
17 N 1.07926 -2.87525 -0.27774
18 H -2.23723 1.35278 3.74848
19 H -3.97632 0.83532 3.39222
20 H -2.09793 1.78999 1.28086
21 H -4.33706 -0.19519 0.97436
22 H -2.89583 -1.09084 1.46570
23 H -1.00386 0.81380 -0.59659
24 H -1.79606 0.58164 -2.20212
25 H -3.41173 2.13901 -1.65120
26 H -1.21647 3.82950 -1.11704
27 H -0.80804 2.57632 -2.27175
28 H -2.17119 3.61081 -2.62999
29 H -2.27590 -2.39524 -0.03493
30 H -0.63422 -1.24001 -2.34219
31 H -0.71841 -2.87596 -1.76581
32 H 0.17984 -0.28596 1.17577
33 H 0.04987 -1.88846 1.57306
34 H 1.87467 -0.26433 -0.12998
35 H 0.89084 0.12081 -1.42203
36 H 1.79262 -2.73891 0.43764
37 H 0.38537 -3.53586 0.07208
38 C 1.88340 -7.41751 1.02670
39 C 2.01357 -7.78470 2.35936
40 C 1.12277 -7.29577 3.30575
41 C 0.10339 -6.43587 2.92037
42 C -0.02142 -6.06186 1.58905
43 C 0.86740 -6.55352 0.64169
44 H 2.57429 -7.80393 0.28796
45 H 2.81002 -8.45366 2.66092
46 H 1.22285 -7.58528 4.34438
47 H -0.59334 -6.05667 3.65772
48 H -0.81481 -5.38640 1.28900
49 H 0.76843 -6.26313 -0.39721
50 C -3.04928 8.15199 -1.98729
51 C -2.47894 7.11982 -2.71959
52 C -1.10049 7.05519 -2.87183
53 C -0.29207 8.02529 -2.29490
54 C -0.86311 9.06234 -1.56984
55 C -2.24126 9.12506 -1.41468
56 H -4.12399 8.19876 -1.86330
57 H -3.10987 6.36430 -3.17177
58 H -0.65529 6.24783 -3.44068
59 H 0.78335 7.97360 -2.41141
60 H -0.23324 9.82240 -1.12436
61 H -2.68638 9.93282 -0.84721
62 C 5.30089 -1.89984 1.01144
63 C 6.29510 -1.46018 1.87507
64 C 6.63201 -0.11375 1.91883
65 C 5.97756 0.79312 1.09592
66 C 4.98924 0.35224 0.22585
67 C 4.64950 -0.99363 0.18436
68 H 5.03368 -2.94927 0.98165
69 H 6.80775 -2.16740 2.51535
70 H 7.40541 0.22925 2.59475
71 H 6.23897 1.84342 1.13179
72 H 4.48241 1.05866 -0.42115
73 H 3.87725 -1.33775 -0.49384

Löwdin analysis output, partial charges in e: -0.02 -0.17 -0.09 -0.33 -0.18 -0.08 -0.11 0.08 -0.57 0.24 0.06 -0.20 -0.06 -0.62 0.10 0.09 0.08 0.05 0.06 0.09 0.14 0.10 0.11 0.13 0.11 0.08 0.07 0.07 0.15 0.12 0.12 0.08 0.08 0.06 0.06 0.07 0.05 -0.09 -0.10 -0.10 -0.10 -0.11 -0.10 0.10 0.10 0.10 0.10 0.09 0.10 -0.10 -0.10 -0.10 -0.10 -0.10 -0.10 0.10 0.10 0.10 0.10 0.10 0.10 -0.09 -0.10 -0.10 -0.10 -0.10 -0.11 0.10 0.10 0.10 0.10 0.10 0.08

---

Question: Which formula does entry 3 have?
Answer: C17H18BrF5KNO5STe

---

Question: Look up the E_tot of the third one.
Answer: -147738.200 eV

---

Question: Which of these has the lowest E_tot?
Answer: C44H45GeN6O3S3Tl